C39H55N8S2SbSeSi3TeV | ωB97M-V/def2-TZVPD

```
111
Properties=species:S:1:pos:R:3:lowdin_spin:R:1
V 1.644 0.133 0.093 2.20
C 5.611 -2.157 -1.260 0.00
N 4.924 -1.010 -1.977 0.00
C 5.545 -0.007 -2.700 0.00
C 4.630 0.867 -3.166 0.00
N 3.450 0.314 -2.684 0.01
C 3.620 -0.815 -1.923 0.01
S 2.529 -1.908 -1.104 0.01
C 2.135 0.786 -2.953 0.00
C 1.882 1.123 -4.312 0.00
C 0.675 1.717 -4.558 0.00
C -0.284 1.858 -3.586 0.00
C 0.037 1.370 -2.299 0.01
N 1.252 0.887 -1.960 0.01
H 5.525 -3.117 -1.851 0.00
H 5.045 -2.314 -0.342 0.00
H 6.622 -1.828 -1.076 0.00
H 6.595 0.018 -2.756 0.00
H 4.709 1.790 -3.621 0.00
H 2.663 0.869 -5.054 0.00
H 0.537 1.966 -5.589 0.00
H -1.203 2.411 -3.683 0.00
H -0.686 1.587 -1.489 0.00
Se 1.948 -0.996 2.303 -0.12
C 3.430 -2.143 2.261 -0.01
C 4.611 -1.693 2.824 -0.01
C 5.654 -2.585 3.007 0.00
C 5.612 -3.868 2.443 -0.01
C 4.401 -4.263 1.863 0.00
C 3.271 -3.489 1.837 -0.01
H 4.780 -0.652 3.114 0.00
H 6.609 -2.258 3.349 0.00
H 6.420 -4.564 2.538 0.00
H 4.262 -5.338 1.504 0.00
H 2.400 -3.822 1.338 0.00
Te 3.982 1.685 0.266 -0.08
C 4.114 2.042 2.330 0.00
C 5.250 2.002 3.112 -0.01
C 5.042 2.421 4.424 0.00
C 3.784 2.816 4.704 0.00
S 2.848 2.795 3.248 0.00
H 6.233 1.732 2.810 0.00
H 5.833 2.400 5.163 0.00
H 3.255 3.189 5.574 0.00
C -4.886 -1.472 -0.607 0.00
Si -3.488 -0.529 0.258 0.00
C -3.743 -0.524 2.177 0.00
C -3.417 1.300 -0.404 0.00
Sb -1.122 -1.529 -0.065 -0.01
Si -1.653 -2.460 -2.381 0.00
C -2.685 -1.229 -3.456 0.00
C -0.083 -2.593 -3.490 0.00
C -2.742 -4.088 -2.295 0.00
Si -1.171 -3.683 1.218 0.00
C -0.188 -4.829 0.121 0.00
C -0.533 -3.510 3.001 0.00
C -2.789 -4.453 1.352 0.00
H -4.912 -1.639 -1.635 0.00
H -5.710 -0.906 -0.363 0.00
H -4.982 -2.468 -0.152 0.00
H -2.857 -0.361 2.756 0.00
H -4.263 -1.464 2.551 0.00
H -4.305 0.390 2.353 0.00
H -2.407 1.750 -0.407 0.00
H -4.120 1.925 0.065 0.00
H -3.670 1.259 -1.481 0.00
H -2.017 -0.456 -3.921 0.00
H -3.483 -0.750 -2.932 0.00
H -3.271 -1.727 -4.258 0.00
H 0.767 -1.995 -3.161 0.00
H -0.356 -2.361 -4.509 0.00
H 0.458 -3.576 -3.591 0.00
H -3.588 -4.236 -1.618 0.00
H -2.084 -4.977 -2.199 0.00
H -3.127 -4.150 -3.313 0.00
H 0.390 -5.639 0.568 0.00
H 0.495 -4.172 -0.463 0.00
H -0.768 -5.382 -0.604 0.00
H -0.562 -4.495 3.513 0.00
H -1.232 -2.873 3.552 0.00
H 0.431 -3.091 3.165 0.00
H -2.666 -5.368 1.906 0.00
H -3.117 -4.761 0.367 0.00
H -3.581 -3.841 1.846 0.00
C 0.843 3.824 -0.076 0.00
C 0.145 2.904 0.854 0.01
N 0.435 1.670 1.111 0.01
C -0.383 1.268 2.197 0.01
C -1.146 2.282 2.608 0.00
N -0.824 3.345 1.757 0.00
C -1.565 4.580 1.470 0.00
N -2.531 4.484 0.331 0.00
N -2.034 4.500 -0.918 0.00
N -3.065 4.525 -1.712 0.00
C -4.195 4.707 -1.027 0.00
C -5.518 4.876 -1.459 0.00
C -6.505 4.780 -0.498 0.00
C -6.198 4.559 0.868 0.00
C -4.849 4.446 1.331 0.00
C -3.902 4.603 0.336 0.00
H 1.408 3.278 -0.823 0.00
H 1.672 4.275 0.528 0.00
H 0.252 4.670 -0.538 0.00
H -0.276 0.299 2.600 0.00
H -1.912 2.374 3.324 0.00
H -0.925 5.409 1.183 0.00
H -2.136 5.045 2.255 0.00
H -5.716 4.956 -2.489 0.00
H -7.566 4.840 -0.776 0.00
H -6.994 4.300 1.547 0.00
H -4.675 4.218 2.390 0.00
```

Output
Lowest unoccupied orbital energy (spin up / spin down): -3.200 / -2.671 eV
Net charge: +1
2S+1: 3

C3H3NaO4Rb | ωB97M-V/def2-TZVPD

```
12
Properties=species:S:1:pos:R:3:lowdin_spin:R:1
H -3.029 -0.483 0.739 0.00
O -1.828 1.232 0.613 0.00
O -0.306 -0.388 -0.919 0.04
C -1.972 -0.110 0.772 0.00
C -1.254 -0.927 -0.265 0.03
H -1.591 -0.502 1.754 0.00
H -1.337 -2.030 -0.250 0.00
O 2.863 -1.014 0.050 0.16
C 2.104 -0.235 -0.522 0.51
O 2.275 0.984 -0.772 0.15
Na 4.466 0.729 0.038 0.07
Rb -0.393 2.744 -1.237 0.02
```

Output
Lowest unoccupied orbital energy (spin up / spin down): -0.885 / -1.239 eV
2S+1: 2

Quick rundown of relative energy (zero: lowest compared OMol25 entry of this formula, charge and spin), same order as above: 139.2 55.1 kJ/mol
Quick rundown of electronic energy, same order as above: -203421.0901 -16419.4628 eV